No. 1
Entry from the Open Molecules 2025 dataset: 28 unconnected molecules or ions with the total composition C11H78NO27 (ωB97M-V/def2-TZVPD).

The maximum force comes out at 0.1756 hartree/bohr. Its net charge is +1. The energy above the lowest of the compared OMol25 structures with the same formula, charge and spin is 0.0 kJ/mol.

Each line ends with the Löwdin charge.
Atoms and positions in Å:
C 3.12384 -2.62312 1.42350  -0.082
C 3.15086 -1.16640 1.02227  -0.279
C 1.90811 -0.32119 1.17771  -0.176
C 0.93329 -0.35341 -0.05883  -0.050
N -0.20646 0.69029 0.04485  -0.143
C 0.31735 2.02715 -0.26600  -0.168
C -0.47904 2.98785 0.56638  -0.162
C -0.59190 2.14396 1.82625  -0.217
C -0.92489 0.83061 1.38333  -0.135
C -1.09069 0.25388 -1.13166  -0.130
C -1.53788 -1.11656 -1.07950  -0.216
C -2.87658 -1.31350 -1.83538  -0.062
H 4.14751 -3.12475 1.12501  0.087
H 2.50922 -2.97448 0.59518  0.062
H 3.03644 -2.81295 2.49380  0.066
H 3.59406 -1.04508 -0.04095  0.104
H 3.99332 -0.55684 1.55387  0.130
H 2.24108 0.55511 1.65169  0.076
H 1.29087 -0.63762 2.06025  0.117
H 0.69942 -1.36803 -0.15024  0.095
H 1.51843 -0.00711 -0.82230  0.094
H 0.37408 2.18630 -1.44277  0.152
H 1.46948 2.08127 -0.05795  0.158
H -1.38765 3.26529 -0.06902  0.132
H 0.10513 4.01866 0.78829  0.172
H -1.36023 2.72793 2.55092  0.161
H 0.52448 2.11637 2.33916  0.160
H -2.07374 0.91042 1.35755  0.145
H -0.88572 0.03252 2.10167  0.127
H -0.62548 0.55734 -2.05028  0.144
H -1.76018 0.87608 -0.83376  0.056
H -1.66474 -1.46671 0.03383  0.133
H -0.93732 -1.61994 -1.69820  0.065
H -3.02470 -1.71326 -2.91504  0.087
H -3.54943 -0.25955 -1.85498  0.124
H -3.54687 -1.84381 -1.08902  0.059
O 3.46106 3.69413 1.76464  -0.119
H 4.15839 3.34229 2.40927  0.074
H 2.73091 4.06340 2.30674  -0.013
O -1.58050 -1.69833 -5.43691  -0.017
H -1.34137 -2.41307 -4.89477  0.014
H -0.74130 -1.30050 -5.69369  0.065
O 5.47686 -0.39755 -1.18185  -0.082
H 5.44436 0.57718 -1.18681  0.061
H 4.79551 -0.48948 -1.93840  0.093
O 5.28363 -0.90531 4.45516  -0.063
H 4.40525 -0.73947 4.11649  -0.002
H 5.66775 -1.44407 3.77721  -0.046
O -5.66891 0.04463 -3.57203  -0.026
H -6.59834 -0.34462 -3.58347  0.113
H -5.57498 0.42921 -2.78263  -0.093
O 4.53507 -4.59165 -1.79659  0.007
H 4.95630 -4.50794 -1.06114  -0.097
H 4.23769 -5.54708 -1.61550  0.119
O -4.40786 -0.03665 0.85964  -0.072
H -3.83517 -0.72093 1.21230  0.003
H -4.44874 0.71605 1.52745  0.083
O 1.97671 4.60452 3.97895  -0.109
H 1.97062 5.38194 4.67330  0.130
H 1.94824 3.72115 4.32919  -0.023
O -2.65050 0.67333 5.05019  -0.111
H -3.24611 0.53769 5.93320  0.135
H -2.58426 1.59623 4.91381  -0.023
O 2.09327 -2.76051 -2.30461  -0.075
H 1.63123 -3.17746 -3.07696  0.065
H 2.73675 -3.45303 -2.13562  -0.013
O 1.88067 3.29077 -2.92697  0.022
H 2.60084 3.39419 -2.29613  0.093
H 2.09073 3.75490 -3.63400  0.001
O 0.83593 2.59876 5.12696  -0.013
H 0.80011 1.71198 5.57217  0.101
H 0.10112 3.08711 5.19375  -0.019
O 0.97055 5.71035 -1.46373  -0.038
H 0.02247 5.75484 -1.56380  -0.020
H 1.21041 4.80761 -1.58532  -0.033
O -4.25658 -3.68862 -5.58781  -0.058
H -5.08418 -4.06288 -5.81724  0.008
H -4.28515 -3.39320 -4.66202  -0.003
O 6.12258 -2.89556 2.91121  -0.053
H 6.87610 -2.93038 3.41978  0.009
H 6.29168 -2.72515 1.93007  0.040
O -5.57745 1.36868 -1.24575  -0.075
H -5.14921 0.96860 -0.43447  0.015
H -6.34252 1.76017 -0.76507  0.073
O -5.68726 -3.28461 -3.21668  -0.060
H -6.51106 -3.56580 -2.86124  0.028
H -5.20519 -2.79318 -2.47065  0.067
O 2.03641 0.91455 -4.21081  -0.076
H 1.84799 1.68295 -3.63898  -0.025
H 2.78828 0.39055 -3.90343  0.023
O 6.61249 -2.79470 0.17523  -0.056
H 6.44674 -2.05151 -0.44871  0.041
H 7.52147 -3.03922 -0.06125  0.078
O 2.17114 -2.11646 5.12792  -0.114
H 1.35402 -1.60282 5.51348  0.117
H 2.75237 -2.19368 5.96281  0.119
O -1.89542 5.66887 -1.59529  -0.030
H -2.74246 6.11913 -1.39160  0.083
H -2.01172 5.42622 -2.49101  0.021
O 0.47362 -3.50307 3.66779  -0.140
H 1.28412 -3.15262 4.20034  0.024
H -0.43468 -3.09175 3.61041  0.057
O -2.61782 2.52988 -3.09031  0.046
H -2.65712 2.23281 -3.91540  -0.056
H -2.13957 3.28943 -3.20756  -0.024
O -3.06135 -2.62695 1.79427  -0.122
H -2.24130 -3.11258 1.41719  0.032
H -3.87876 -3.12816 1.49381  0.084
O -3.90988 3.34746 1.59249  -0.034
H -4.01017 4.30411 1.85509  0.088
H -4.70369 3.10422 1.21048  -0.023
O -3.44485 0.43610 -4.86750  -0.086
H -4.24801 0.21961 -4.51379  -0.095
H -2.96625 -0.52236 -4.92707  0.078
O -0.54829 -3.79019 0.79345  -0.107
H -0.04709 -3.71608 1.58627  -0.036
H -0.67986 -4.88313 0.89245  0.183

Forces on atoms 1 to 2 (eV/Å):
C 2.856 -0.341 -2.055
C 3.501 2.035 -0.496


No. 2
Entry from the Open Molecules 2025 dataset: 2 unconnected molecules or ions with the total composition C4H7NS (ωB97M-V/def2-TZVPD).

The maximum force comes out at 0.1109 hartree/bohr. Its net charge is 0. The energy above the lowest of the compared OMol25 structures with the same formula, charge and spin is 469.2 kJ/mol.

Each line ends with the natural charge from an NBO analysis.
Atoms and positions in Å:
C -0.23154 -0.40915 -0.33503  0.127
C 1.22183 1.11931 0.44229  -0.097
C 1.13376 2.12948 -0.58417  -0.726
C -1.49833 -2.06942 0.62959  -0.445
N -0.56590 -0.94731 0.70418  -0.417
S 2.17692 0.73480 1.67443  0.106
H -0.32278 -0.54608 -1.41484  0.171
H 1.89081 3.01502 -0.69728  0.214
H 1.17730 1.61921 -1.66744  0.236
H 0.21849 2.52818 -0.52414  0.236
H -2.43786 -1.88085 0.00869  0.189
H -0.89084 -2.92402 0.20789  0.202
H -1.87186 -2.36917 1.55583  0.203

Forces on atoms 1 to 2 (eV/Å):
C 3.391 3.152 1.768
C 0.007 -3.023 -0.743